Computed, not measured: 4 unconnected molecules or ions with the total composition C15H32NO7S4 in a non-equilibrium geometry, with the ωB97M-V functional and the def2-TZVPD basis.

energy above the lowest of the compared OMol25 structures with the same formula, charge and spin: 0.0000 eV
E_HOMO: -12.220 eV

ORCA input file:
```
! wB97M-V def2-TZVPD RIJCOSX def2/J DEFGRID3
* xyz 1 1
N -2.52 -1.01 0.36
C -2.97 0.28 0.04
S -4.53 0.68 0.96
C -5.88 -0.44 0.45
C -5.44 -1.68 -0.34
O -5.03 -2.67 0.22
H -2.44 -1.53 -0.51
H -1.59 -0.99 0.75
H -3.12 0.46 -1.02
H -2.29 1.05 0.38
H -4.91 1.83 0.37
H -6.60 0.13 -0.11
H -6.35 -0.77 1.37
H -5.57 -1.65 -1.43
C -0.67 3.97 3.96
C 0.29 2.77 4.09
C 0.24 2.00 2.76
S -0.16 3.21 1.50
O -1.45 2.86 0.93
O 0.96 3.42 0.63
C -0.37 4.60 2.60
H -0.55 4.68 4.77
H -1.71 3.62 3.98
H 1.30 3.13 4.27
H 0.02 2.13 4.92
H 1.19 1.54 2.52
H -0.54 1.24 2.77
H -1.16 5.25 2.23
H 0.58 5.14 2.62
C 0.55 -1.72 -4.73
C 0.80 -0.28 -4.26
C -0.08 -0.04 -3.03
S -0.30 -1.65 -2.26
O -1.70 -2.01 -2.33
O 0.40 -1.69 -0.99
C 0.60 -2.59 -3.48
H 1.28 -2.05 -5.47
H -0.44 -1.79 -5.19
H 1.85 -0.17 -3.99
H 0.59 0.44 -5.04
H 0.39 0.63 -2.30
H -1.06 0.33 -3.30
H 0.14 -3.57 -3.59
H 1.62 -2.70 -3.11
C 3.58 -2.91 0.61
C 3.59 -2.14 -0.72
C 3.32 -0.66 -0.40
S 3.95 -0.39 1.26
O 2.83 -0.08 2.13
O 5.11 0.46 1.22
C 4.44 -2.09 1.57
H 3.97 -3.92 0.50
H 2.56 -2.97 0.99
H 4.57 -2.24 -1.20
H 2.84 -2.53 -1.41
H 3.84 0.01 -1.07
H 2.26 -0.44 -0.39
H 4.28 -2.32 2.62
H 5.50 -2.16 1.32
*
```

Computed, not measured: a molecular structure, C15H33ClIO2P2Tm in a non-equilibrium geometry, with the ωB97M-V functional and the def2-TZVPD basis.

energy above the lowest of the compared OMol25 structures with the same formula, charge and spin: 0.0000 eV
E_HOMO (spin up / spin down): -15.385 / -15.403 eV

ORCA input file:
```
! wB97M-V def2-TZVPD RIJCOSX def2/J DEFGRID3
* xyz 2 3
C 2.74 2.06 -0.10
C 1.69 2.21 -1.17
H 2.89 3.02 0.40
H 3.69 1.78 -0.58
H 2.54 1.29 0.67
O 0.86 3.09 -1.20
I -0.62 -1.12 -3.46
Tm 0.90 -0.86 -0.92
P 2.23 1.09 -2.91
C 1.09 1.94 -4.03
C 3.68 2.18 -3.07
H 3.45 -1.00 -3.46
H 3.49 0.20 -4.80
H 2.01 -0.80 -4.52
C 2.85 -0.27 -4.03
H 4.53 1.78 -2.51
H 3.96 2.23 -4.12
H 1.67 2.23 -4.92
H 0.69 2.82 -3.51
H 3.44 3.18 -2.72
H 0.27 1.27 -4.31
C -0.77 0.97 -1.24
O -1.58 1.76 -1.51
Cl 2.84 -1.80 0.36
C -3.37 -0.89 -0.49
C -2.87 -0.41 0.88
C -3.69 -1.10 1.98
P -1.02 -0.49 0.99
C -0.50 0.76 2.28
C -1.53 1.04 3.37
C 0.87 0.42 2.88
C -0.59 -2.20 1.64
C -0.96 -2.45 3.09
C -1.12 -3.30 0.70
H -3.18 -1.95 -0.65
H -2.93 -0.32 -1.32
H -4.46 -0.73 -0.53
H -3.06 0.68 0.95
H -3.65 -2.20 1.90
H -3.40 -0.80 2.99
H -4.74 -0.80 1.84
H -0.39 1.67 1.67
H -1.69 0.16 4.00
H -1.14 1.84 4.01
H -2.48 1.38 2.97
H 1.51 -0.21 2.25
H 1.43 1.35 3.05
H 0.77 -0.08 3.85
H 0.52 -2.21 1.57
H -2.04 -2.47 3.24
H -0.58 -3.43 3.38
H -0.53 -1.72 3.77
H -0.86 -3.15 -0.37
H -0.66 -4.25 1.00
H -2.21 -3.41 0.77
*
```

Computed, not measured: a molecular structure, C15H33MnN9O3, with the ωB97M-V functional and the def2-TZVPD basis.

E_HOMO (spin up / spin down): -21.057 / -20.939 eV

ORCA input file:
```
! wB97M-V def2-TZVPD RIJCOSX def2/J DEFGRID3
* xyz 4 4
Mn 0.16 -0.17 -0.26
C 5.23 -0.71 0.84
N 3.81 -0.95 1.20
C 3.60 -1.77 2.41
C 2.82 -0.51 0.50
O 1.60 -0.77 0.82
C 3.02 0.34 -0.74
O 1.71 0.87 -1.11
C 1.51 2.29 -0.92
C 0.67 2.48 0.33
O 0.05 1.42 0.75
N 0.55 3.62 0.93
C -0.25 3.79 2.15
C 1.23 4.85 0.46
H 5.76 -1.66 0.93
H 5.33 -0.36 -0.18
H 5.65 0.01 1.54
H 4.40 -1.53 3.11
H 2.64 -1.54 2.85
H 3.66 -2.82 2.15
H 3.72 1.15 -0.59
H 3.37 -0.27 -1.58
H 2.48 2.78 -0.85
H 0.99 2.66 -1.80
H -0.63 2.84 2.50
H 0.39 4.25 2.91
H -1.08 4.47 1.93
H 1.56 4.75 -0.57
H 0.51 5.66 0.51
H 2.07 5.06 1.11
C -2.72 -4.09 1.98
N -2.32 -2.67 1.86
C -2.83 -1.76 2.90
C -1.56 -2.23 0.88
N -1.08 -0.98 0.84
N -1.29 -3.10 -0.16
C -0.42 -2.90 -1.20
N -0.32 -3.89 -2.08
N 0.27 -1.78 -1.31
H -2.95 -4.27 3.03
H -1.90 -4.75 1.71
H -3.62 -4.29 1.39
H -3.75 -2.18 3.28
H -3.06 -0.78 2.47
H -2.11 -1.67 3.72
H -1.19 -0.45 1.69
H -1.82 -3.96 -0.17
H -0.80 -4.77 -1.97
H 0.28 -3.81 -2.89
H 0.85 -1.72 -2.14
C -3.03 0.77 -4.37
N -2.87 1.34 -3.00
C -3.85 2.38 -2.56
C -1.94 0.94 -2.23
N -1.07 0.57 -1.53
H -2.99 1.60 -5.08
H -4.00 0.28 -4.42
H -2.24 0.06 -4.57
H -3.78 3.22 -3.25
H -3.61 2.70 -1.55
H -4.84 1.94 -2.59
*
```

Computed, not measured: 2 unconnected molecules or ions with the total composition C15H33NO5 in a non-equilibrium geometry, with the ωB97M-V functional and the def2-TZVPD basis.

energy above the lowest of the compared OMol25 structures with the same formula, charge and spin: 4.1709 eV
E_HOMO: -9.824 eV
SMILES string: COCCCCCCCCCCCOC(=O)ON.CCO

ORCA input file:
```
! wB97M-V def2-TZVPD RIJCOSX def2/J DEFGRID3
* xyz 0 1
C -1.30 -0.73 2.91
O -0.52 -1.52 1.96
C -0.63 -0.84 0.66
C -0.22 -1.90 -0.47
C 1.29 -1.82 -1.00
C 2.32 -1.01 -0.08
C 2.59 0.45 -0.72
C 2.19 1.69 0.21
C 2.90 3.04 -0.37
C 1.82 4.04 -1.05
C 0.98 3.35 -2.24
C -0.60 3.20 -1.85
C -1.07 1.66 -2.02
O -2.47 1.46 -1.63
C -3.05 0.41 -2.42
O -3.33 -0.69 -1.88
O -3.28 0.53 -3.83
N -3.61 1.82 -4.19
H -0.81 -0.63 3.93
H -2.35 -1.16 3.08
H -1.46 0.33 2.48
H -1.75 -0.60 0.53
H -0.06 0.14 0.64
H -0.46 -2.99 -0.19
H -0.91 -1.68 -1.38
H 1.28 -1.46 -2.10
H 1.68 -2.91 -1.05
H 2.07 -0.99 1.04
H 3.33 -1.57 -0.16
H 2.12 0.51 -1.78
H 3.73 0.55 -0.91
H 2.58 1.54 1.27
H 1.06 1.94 0.20
H 3.41 3.65 0.47
H 3.71 2.82 -1.14
H 2.34 4.96 -1.53
H 1.08 4.47 -0.29
H 1.00 4.04 -3.16
H 1.40 2.35 -2.59
H -1.27 3.85 -2.53
H -0.81 3.53 -0.76
H -0.96 1.37 -3.12
H -0.37 1.05 -1.33
H -2.77 2.42 -4.24
H -4.32 2.21 -3.56
C -0.43 -4.34 4.86
C -0.69 -5.03 3.53
O -1.86 -4.50 2.92
H -1.28 -4.46 5.53
H 0.46 -4.74 5.34
H -0.30 -3.26 4.71
H -0.84 -6.10 3.68
H 0.16 -4.89 2.85
H -1.71 -3.55 2.78
*
```

Computed, not measured: 5 unconnected molecules or ions with the total composition C15H34Cl8NO4PS in a non-equilibrium geometry, with the ωB97M-V functional and the def2-TZVPD basis.

energy above the lowest of the compared OMol25 structures with the same formula, charge and spin: 6.6809 eV
E_HOMO: -8.942 eV
SMILES string: CCOCP(N)(S)(CCCCO)CCCC(=O)O.ClCCl.ClCCl.ClCCl.ClCCl

ORCA input file:
```
! wB97M-V def2-TZVPD RIJCOSX def2/J DEFGRID3
* xyz 0 1
C 0.68 -4.31 0.73
C -0.51 -3.37 1.38
O -1.67 -3.14 0.50
C -1.33 -2.35 -0.69
P -2.29 -0.71 -0.88
N -2.40 -1.07 -2.65
S -2.33 -0.31 1.22
C -4.24 -0.70 -0.82
C -4.82 0.82 -0.40
C -5.69 0.77 1.02
C -7.26 0.54 0.63
O -7.69 -0.82 1.04
C -1.47 0.94 -1.33
C -0.28 1.45 -0.33
C 0.88 0.31 -0.01
C 1.97 1.07 1.00
O 1.97 0.92 2.34
O 2.94 1.98 0.37
H 1.52 -3.55 0.35
H 1.22 -5.01 1.50
H 0.33 -4.88 -0.25
H -0.08 -2.35 1.82
H -0.91 -3.96 2.32
H -1.61 -3.04 -1.63
H -0.16 -2.15 -0.82
H -1.43 -1.29 -3.00
H -3.02 -1.89 -2.83
H -3.22 -1.27 1.79
H -4.72 -0.92 -1.88
H -4.67 -1.50 -0.08
H -5.47 1.26 -1.30
H -3.97 1.60 -0.22
H -5.49 1.74 1.65
H -5.27 -0.17 1.62
H -7.93 1.31 1.22
H -7.47 0.69 -0.53
H -8.18 -1.25 0.27
H -2.22 1.85 -1.49
H -0.96 0.78 -2.40
H -0.67 1.98 0.66
H 0.30 2.31 -0.91
H 0.47 -0.61 0.62
H 1.40 -0.12 -0.97
H 3.79 1.86 0.89
Cl 6.00 6.12 0.60
C 4.98 4.82 1.22
Cl 5.94 3.40 1.64
H 4.45 5.17 2.11
H 4.25 4.54 0.45
Cl 5.59 3.58 -2.09
C 5.36 1.88 -1.69
Cl 6.02 0.83 -2.94
H 5.86 1.67 -0.74
H 4.29 1.68 -1.58
Cl -0.72 -7.49 0.46
C -2.07 -6.79 1.35
Cl -3.47 -7.87 1.34
H -1.77 -6.61 2.39
H -2.36 -5.84 0.88
Cl 11.28 5.34 -1.58
C 9.94 5.54 -0.45
Cl 8.39 5.13 -1.20
H 10.10 4.89 0.42
H 9.91 6.59 -0.12
*
```

Computed, not measured: 3 unconnected molecules or ions with the total composition C15H34IN2O3 in a non-equilibrium geometry, with the ωB97M-V functional and the def2-TZVPD basis.

E_HOMO (spin up / spin down): -8.091 / -8.087 eV

ORCA input file:
```
! wB97M-V def2-TZVPD RIJCOSX def2/J DEFGRID3
* xyz 0 2
I -13.23 -6.38 26.63
C -8.72 -4.24 30.42
C -10.20 -4.68 30.38
C -10.78 -4.44 31.78
C -11.15 -2.98 32.03
C -12.22 -2.53 30.98
C -11.76 -2.68 29.51
N -11.02 -3.96 29.36
O -10.55 -4.23 28.04
C -13.08 -2.90 28.71
C -11.05 -1.40 28.97
C -10.17 -6.20 30.22
H -8.51 -3.17 30.45
H -8.27 -4.42 29.45
H -8.14 -4.60 31.27
H -11.71 -4.99 31.93
H -10.09 -4.70 32.59
H -10.31 -2.30 31.86
H -11.56 -2.85 33.04
H -12.45 -1.47 31.09
H -13.13 -3.08 31.23
H -13.73 -2.02 28.75
H -12.93 -3.15 27.66
H -13.56 -3.81 29.06
H -10.78 -1.49 27.92
H -11.81 -0.62 28.94
H -10.21 -1.10 29.60
H -11.14 -6.64 30.01
H -9.64 -6.67 31.04
H -9.61 -6.53 29.34
H -10.92 -5.10 27.85
C -16.18 -4.01 31.35
O -16.07 -5.42 31.16
C -16.21 -5.75 29.79
C -16.60 -7.27 29.79
N -16.12 -7.92 28.51
C -16.89 -7.59 27.26
C -18.42 -7.87 27.46
O -19.16 -7.14 26.45
C -20.56 -7.34 26.73
H -15.70 -3.63 32.24
H -17.23 -3.77 31.52
H -15.77 -3.39 30.55
H -15.28 -5.70 29.23
H -16.97 -5.15 29.28
H -17.63 -7.57 29.97
H -15.96 -7.71 30.55
H -15.22 -7.55 28.27
H -16.60 -8.07 26.33
H -16.84 -6.51 27.14
H -18.76 -7.34 28.35
H -18.62 -8.94 27.51
H -20.83 -8.31 26.33
H -21.12 -6.59 26.16
H -20.80 -7.29 27.79
*
```

Computed, not measured: a molecular structure, C15H34N8Pd, with the ωB97M-V functional and the def2-TZVPD basis.

energy above the lowest of the compared OMol25 structures with the same formula, charge and spin: 0.0279 eV
E_HOMO: -14.567 eV

ORCA input file:
```
! wB97M-V def2-TZVPD RIJCOSX def2/J DEFGRID3
* xyz 2 1
Pd -0.28 0.12 0.08
C -1.88 -2.64 -3.53
N -2.28 -2.90 -2.15
C -3.54 -3.59 -1.87
C -3.78 -3.29 -0.39
N -2.71 -2.34 -0.03
C -2.18 -2.50 1.33
C -1.83 -2.24 -1.08
N -0.70 -1.55 -1.00
C 0.47 -2.00 -1.76
C 1.66 -1.82 -0.84
N 1.62 -0.43 -0.38
C 2.73 0.28 -0.35
N 2.80 1.60 -0.66
C 1.85 2.28 -1.52
C 4.17 2.10 -0.48
C 4.98 0.81 -0.29
N 3.94 -0.17 0.01
C 4.23 -1.44 0.63
H -2.78 -2.63 -4.15
H -1.20 -3.40 -3.91
H -1.41 -1.66 -3.59
H -3.47 -4.65 -2.08
H -4.32 -3.17 -2.51
H -3.68 -4.19 0.22
H -4.76 -2.86 -0.20
H -2.97 -2.27 2.05
H -1.34 -1.82 1.49
H -1.84 -3.52 1.50
H 0.63 -1.40 -2.66
H 0.37 -3.05 -2.06
H 2.59 -2.03 -1.37
H 1.57 -2.53 0.00
H 1.13 1.57 -1.91
H 2.39 2.74 -2.36
H 1.32 3.08 -1.00
H 4.23 2.76 0.39
H 4.48 2.67 -1.35
H 5.69 0.88 0.53
H 5.53 0.53 -1.20
H 5.06 -1.31 1.33
H 4.52 -2.20 -0.09
H 3.36 -1.79 1.19
N 0.34 1.65 1.33
C -0.45 1.87 2.57
C -1.89 2.20 2.26
C -2.70 1.03 1.74
N -2.28 0.59 0.39
H 1.30 1.43 1.58
H 0.39 2.54 0.83
H 0.00 2.68 3.15
H -0.38 0.96 3.17
H -1.95 3.04 1.56
H -2.36 2.55 3.18
H -3.76 1.29 1.71
H -2.60 0.17 2.41
H -2.50 1.32 -0.29
H -2.82 -0.23 0.12
*
```

Computed, not measured: a molecular structure, C15H35AsCoN4S2Si3 in a non-equilibrium geometry, with the ωB97M-V functional and the def2-TZVPD basis.

E_HOMO (spin up / spin down): -6.742 / -6.906 eV

ORCA input file:
```
! wB97M-V def2-TZVPD RIJCOSX def2/J DEFGRID3
* xyz 0 4
Co -0.17 1.70 -1.17
C 1.23 -3.49 -1.80
Si -0.63 -3.66 -1.43
C -0.76 -4.59 0.24
C -1.49 -4.66 -2.81
C -1.62 -2.05 -1.16
C -2.92 -2.12 -0.68
C -3.62 -0.98 -0.33
C -2.97 0.24 -0.42
N -1.75 0.35 -0.91
C -1.09 -0.76 -1.31
S 0.42 -0.40 -2.03
H 1.72 -4.45 -1.63
H 1.70 -2.76 -1.16
H 1.40 -3.20 -2.83
H -0.10 -5.45 0.25
H -1.77 -4.94 0.43
H -0.47 -3.94 1.07
H -1.04 -5.64 -2.90
H -1.39 -4.16 -3.78
H -2.55 -4.79 -2.62
H -3.38 -3.10 -0.58
H -4.64 -1.03 0.01
H -3.45 1.15 -0.10
N 1.72 2.77 -2.11
N 1.49 3.03 -3.46
C 0.22 3.02 -3.94
N 0.08 3.11 -5.28
S -1.12 3.05 -2.95
H 1.98 3.61 -1.60
H 2.44 2.06 -1.98
H 2.25 2.86 -4.12
H 0.82 2.82 -5.89
H -0.86 3.03 -5.63
C -1.93 3.79 2.39
Si -0.71 2.35 2.74
C 0.29 2.91 4.28
C -1.74 0.80 3.22
As 0.75 2.27 0.92
Si 2.11 0.42 1.42
C 3.16 0.84 2.97
C 3.36 0.20 -0.02
C 1.34 -1.30 1.75
H -2.51 4.08 3.26
H -2.63 3.53 1.60
H -1.38 4.66 2.06
H -0.34 3.12 5.14
H 0.84 3.82 4.04
H 1.02 2.16 4.58
H -2.61 1.06 3.80
H -1.15 0.10 3.81
H -2.07 0.27 2.33
H 3.34 1.91 3.01
H 4.12 0.34 2.97
H 2.64 0.56 3.87
H 3.91 1.12 -0.20
H 2.85 -0.08 -0.94
H 4.09 -0.58 0.19
H 0.77 -1.33 2.67
H 2.10 -2.07 1.82
H 0.67 -1.58 0.94
*
```